ORCA calculation (the ωB97M-V functional and the def2-TZVPD basis) on C13H16N6O3 in the gas phase at a distorted geometry.

Properties
energy relative to the best compared isomer or geometry (same formula, charge and spin) = 0.000 eV
total charge = 0
HOMO-LUMO gap = 0.3235 Ha
LUMO level = 0.32 eV
SMILES = Nc1nc(NCc2ccco2)nc(N2CCCC2)c1[N+](=O)[O-]

Structure (XYZ):
```
38
Properties=species:S:1:pos:R:3:forces:R:3
N -1.41931 -3.39992 -0.67861 -0.2 -0.2 0.1
C -0.92330 -2.15960 -0.61519 -0.2 0.1 0.2
N 0.26991 -1.95417 -1.15407 0.2 -0.3 -0.2
C 0.76967 -0.71669 -1.08298 -0.7 -0.2 -0.1
N 2.02036 -0.56379 -1.56288 0.2 -0.1 -0.1
C 2.80868 0.62828 -1.33827 0.0 0.0 0.3
C 3.73061 0.47107 -0.17117 0.7 -0.2 -0.6
C 5.01440 0.01403 -0.08629 -0.6 0.3 -0.2
C 5.34936 0.02544 1.28955 -0.4 0.1 0.4
C 4.24282 0.48128 1.93560 0.9 -0.3 0.2
O 3.26121 0.75115 1.06236 -0.5 0.2 -0.1
N 0.11486 0.36290 -0.68159 0.2 0.2 0.1
C -1.11661 0.21593 -0.18263 0.0 -0.2 0.1
N -1.80710 1.34611 -0.00078 0.2 -0.2 0.0
C -3.23103 1.46289 0.23302 -0.7 -0.2 0.4
C -3.54052 2.95066 0.06285 0.1 0.0 -0.2
C -2.40559 3.45479 -0.82440 0.0 -0.1 0.2
C -1.22226 2.63511 -0.32629 0.3 0.5 -0.2
C -1.64136 -1.09997 0.03440 0.8 0.2 -0.8
N -2.63287 -1.39477 0.95424 -0.5 0.0 0.7
O -3.27093 -2.45133 0.84899 -0.2 0.1 0.1
O -2.81659 -0.62260 1.89397 0.1 -0.3 0.0
H -0.81390 -4.13118 -1.00670 0.1 0.1 0.0
H -2.27686 -3.59126 -0.17018 0.2 0.0 -0.2
H 2.50313 -1.42182 -1.78130 -0.1 0.0 0.1
H 3.38919 0.84441 -2.23924 -0.1 0.1 0.2
H 2.10005 1.43400 -1.13930 0.2 0.0 -0.2
H 5.64438 -0.28359 -0.89958 0.1 0.0 -0.2
H 6.28109 -0.26529 1.72907 0.2 0.0 0.2
H 4.03864 0.65335 2.97361 -0.1 0.1 0.1
H -3.77378 0.84706 -0.49498 0.0 0.0 0.1
H -3.49274 1.10821 1.23601 0.0 0.2 -0.4
H -3.50430 3.45046 1.03093 0.0 0.0 0.0
H -4.52391 3.11296 -0.37281 -0.1 0.0 0.1
H -2.60866 3.22090 -1.87032 0.0 0.0 0.0
H -2.23910 4.52535 -0.73046 0.0 0.0 -0.1
H -0.78902 3.07541 0.57825 0.1 0.0 -0.1
H -0.43453 2.50344 -1.06666 -0.1 0.1 0.1
```
Forces are in eV/Å.

Results of the Mulliken charge analysis, in e, for atoms 1 through 6: N -0.364; C 0.317; N -0.742; C 0.153; N -0.105; C -0.579

---

ORCA calculation (the ωB97M-V functional and the def2-TZVPD basis) on C13H16O2 in the gas phase at a distorted geometry.

Properties
energy relative to the best compared isomer or geometry (same formula, charge and spin) = 0.000 eV
total charge = 0
HOMO-LUMO gap = 0.3346 Ha
LUMO level = 0.88 eV
SMILES = C/C=C/[C@@H]1C[C@H](O)c2cc(C)ccc2O1

Structure (XYZ):
```
31
Properties=species:S:1:pos:R:3:forces:R:3
C 3.43587 4.01408 -1.21305 -0.6 -0.7 0.5
C 2.16124 3.15794 -1.21978 1.2 -2.4 1.3
C 2.10797 1.87354 -0.71393 -0.5 2.8 -1.5
C 0.78114 1.15385 -0.74148 0.6 0.0 1.2
C -0.08000 1.55067 0.47650 0.3 0.2 -1.1
C -1.35858 0.75318 0.46639 0.4 0.2 1.3
O -2.05330 1.04053 1.68542 -0.6 0.0 -0.5
C -1.01979 -0.70150 0.34695 -1.2 -1.3 -0.3
C -1.97939 -1.68193 0.71330 0.8 -0.4 -0.1
C -1.74785 -3.07175 0.54143 0.7 1.2 -0.5
C -2.81094 -4.04623 0.93208 -0.5 0.4 0.1
C -0.50085 -3.46721 -0.00179 0.1 1.7 -0.1
C 0.43891 -2.47530 -0.38489 0.0 -1.4 0.0
C 0.16436 -1.12305 -0.26000 -0.2 0.2 0.3
O 1.11761 -0.25282 -0.71056 -0.3 0.3 -0.1
H 3.43067 4.70748 -0.36060 -0.1 -0.1 -0.2
H 3.50187 4.62271 -2.10926 0.2 -0.1 -0.2
H 4.33139 3.36751 -1.09681 -0.5 0.4 -0.2
H 1.22910 3.55459 -1.61359 0.2 0.2 -0.1
H 2.95891 1.35237 -0.27564 -0.2 0.2 -0.1
H 0.22417 1.40816 -1.64528 0.0 -0.3 -0.2
H -0.31410 2.62588 0.44012 0.2 -0.3 0.0
H 0.47944 1.35255 1.38872 0.1 -0.1 0.2
H -2.01766 1.06760 -0.33615 -0.2 0.1 -0.1
H -1.50009 0.72613 2.40256 0.1 -0.1 0.2
H -2.92782 -1.34809 1.16441 0.5 -0.1 -0.3
H -3.81522 -3.56953 0.91843 0.7 -0.3 0.2
H -2.58796 -4.41779 1.92616 -0.2 -0.2 0.3
H -2.84432 -4.89147 0.26315 0.0 -0.3 -0.3
H -0.22587 -4.50206 -0.18606 -0.3 0.1 0.2
H 1.42108 -2.78005 -0.79673 -0.8 0.3 0.2
```
Forces are in eV/Å.

Results of the Mulliken charge analysis, in e, for atoms 1 through 6: C -1.146; C -0.041; C -0.841; C 0.444; C -0.771; C -0.041

---

ORCA calculation (the ωB97M-V functional and the def2-TZVPD basis) on 2 unconnected molecules or ions with the total composition C13H16O3.

Properties
energy relative to the best compared isomer or geometry (same formula, charge and spin) = 4.043 eV
total charge = 0
HOMO-LUMO gap = 0.3104 Ha
LUMO level = -0.87 eV
SMILES = C#CC1=C(C)C(=O)C=C(C)C1=O.CC(C)O

Structure (XYZ):
```
32
Properties=species:S:1:pos:R:3:forces:R:3
C 4.41219 -1.34651 -0.85928 0.2 -0.1 0.0
C 3.39677 -1.00362 -1.39059 0.2 -0.3 0.0
C 2.20264 -0.65191 -2.05380 -0.3 0.6 -0.5
C 2.15250 0.27755 -3.02962 0.1 -0.4 0.4
C 3.32589 1.05873 -3.49970 -0.2 0.2 0.0
C 0.82635 0.50652 -3.67674 -0.1 -0.1 -0.1
O 0.72536 0.73540 -4.86097 0.1 0.3 0.1
C -0.33301 0.39626 -2.76351 0.1 -0.3 0.4
C -0.29367 -0.50814 -1.77811 -0.3 0.4 -0.4
C -1.39671 -0.70392 -0.78935 0.4 0.5 -0.1
C 0.93001 -1.35850 -1.69966 -0.1 -0.1 -0.1
O 0.88104 -2.52970 -1.41782 0.1 0.0 0.3
H 5.33959 -1.67726 -0.46831 0.1 0.0 0.2
H 3.90410 0.49654 -4.22493 0.2 -0.1 -0.1
H 3.94512 1.31562 -2.64836 0.3 -0.1 0.1
H 3.00050 1.98459 -3.96144 -0.1 0.1 -0.2
H -1.18164 1.04383 -2.91296 -0.2 0.0 -0.2
H -1.94282 -1.62605 -0.93588 0.0 -0.2 0.1
H -0.98598 -0.66253 0.21374 0.0 -0.3 0.2
H -2.06263 0.14767 -0.87136 -0.3 0.0 0.0
C -2.43839 -0.50728 4.62242 0.0 -0.1 0.0
C -1.87300 -0.01693 3.29854 -0.3 0.2 0.2
C -1.67817 1.49196 3.29574 0.1 0.0 -0.1
O -2.72252 -0.40914 2.21958 0.1 -0.1 -0.1
H -3.41918 -0.06027 4.80629 0.0 0.1 0.0
H -2.56888 -1.58934 4.60508 0.0 0.0 0.0
H -1.78182 -0.24856 5.45412 0.0 0.0 0.0
H -0.91639 -0.50639 3.11012 0.0 -0.1 -0.1
H -2.63583 1.99983 3.43881 0.0 0.0 0.1
H -1.27046 1.82414 2.34022 0.0 0.0 0.0
H -1.00093 1.80602 4.09095 0.0 0.0 0.0
H -3.58117 0.00497 2.35511 0.0 0.0 0.0
```
Forces are in eV/Å.

Results of the Mulliken charge analysis, in e, for atoms 1 through 6: C 0.275; C -0.978; C 0.477; C 0.751; C -1.569; C 0.137

---

ORCA calculation (the ωB97M-V functional and the def2-TZVPD basis) on C13H16O5S in the gas phase.

Properties
energy relative to the best compared isomer or geometry (same formula, charge and spin) = 0.000 eV
total charge = 0
HOMO-LUMO gap = 0.3310 Ha
LUMO level = 0.66 eV
SMILES = CCOc1ccc(CS[C@@H](CC(=O)O)C(=O)O)cc1

Structure (XYZ):
```
35
Properties=species:S:1:pos:R:3:forces:R:3
C -6.16148 -1.57424 1.15956 0.4 0.3 -0.1
C -5.16045 -0.56339 0.62266 -0.4 0.0 -0.2
O -3.96894 -0.70111 1.37150 0.1 -0.1 0.1
C -2.91044 0.09832 1.08456 0.3 0.1 0.1
C -2.88644 1.07050 0.08805 -0.3 -0.1 0.0
C -1.74532 1.82557 -0.11208 0.2 0.0 0.2
C -0.61348 1.64107 0.66977 -0.1 0.0 0.1
C 0.62329 2.43167 0.41386 0.4 -0.2 -0.4
S 1.47132 1.86943 -1.11956 0.0 -0.1 0.1
C 1.83751 0.13156 -0.65624 -0.1 0.4 0.0
C 1.94938 -0.72886 -1.90308 0.1 0.0 0.2
C 2.15030 -2.17479 -1.51748 0.0 0.0 0.2
O 2.13413 -2.60162 -0.39499 0.0 0.0 0.2
O 2.34563 -2.94960 -2.58667 0.1 -0.2 -0.7
C 3.14236 0.14997 0.10235 0.2 -0.1 -0.2
O 4.22468 -0.04469 -0.37882 0.1 -0.1 -0.1
O 2.96618 0.46372 1.39197 -0.3 0.1 0.6
C -0.64006 0.66304 1.66113 -0.1 0.2 -0.1
C -1.77160 -0.09574 1.86879 -0.3 -0.1 -0.1
H -6.35074 -1.38472 2.21249 -0.1 0.0 0.1
H -5.76425 -2.58010 1.05536 0.0 -0.1 0.0
H -7.09481 -1.49915 0.60899 -0.1 0.0 0.0
H -5.55683 0.45623 0.72862 0.1 -0.1 -0.1
H -4.96206 -0.75477 -0.44127 0.0 0.1 0.1
H -3.74703 1.24684 -0.53773 -0.1 0.0 0.0
H -1.73105 2.56970 -0.89516 0.0 0.1 -0.1
H 0.40632 3.48077 0.21711 0.0 0.0 0.1
H 1.33881 2.34579 1.23042 -0.1 0.1 0.0
H 1.02669 -0.20543 -0.00662 0.1 -0.1 -0.1
H 1.05211 -0.64171 -2.51768 0.0 0.0 0.0
H 2.80522 -0.41377 -2.50413 -0.1 0.0 0.0
H 2.49068 -3.87103 -2.31841 -0.1 0.2 0.2
H 3.82140 0.47940 1.85060 0.0 0.0 -0.3
H 0.23232 0.50226 2.27820 0.1 0.0 0.1
H -1.80006 -0.85394 2.63493 0.0 -0.1 0.1
```
Forces are in eV/Å.

Results of the Mulliken charge analysis, in e, for atoms 1 through 6: C -1.427; C -0.266; O -0.393; C 0.694; C -0.364; C -0.848

---

ORCA calculation (the ωB97M-V functional and the def2-TZVPD basis) on a molecular structure, C13H17AlBBrCl24IN2O3 at a distorted geometry.

Properties
total charge = -1
HOMO-LUMO gap = 0.2234 Ha
LUMO level = 1.29 eV

Structure (XYZ):
```
63
Properties=species:S:1:pos:R:3:forces:R:3
C 3.18907 -0.12871 1.08105 0.6 0.4 0.2
N 3.34646 0.57426 -0.20304 -1.2 -1.1 -0.4
C 3.91098 -0.39912 -1.15896 0.2 0.7 0.3
B 1.97086 1.00999 -0.62793 0.5 0.1 0.3
O 1.24074 0.08967 -1.40424 0.5 0.0 -0.2
Al 1.32288 2.96412 -0.09841 -0.6 -0.2 0.3
Br 2.33386 3.46230 2.06121 0.0 0.1 -0.1
C 2.20586 4.38091 -1.32788 0.1 0.6 -0.4
C 2.06882 4.07288 -2.73889 0.7 -1.3 0.3
O 2.47306 3.13964 -3.37095 -0.4 1.0 0.3
I 0.87571 5.61232 -3.87096 -0.2 0.1 -0.2
C -0.64197 3.35473 0.13952 0.2 0.2 -0.5
C -1.60820 2.35801 -0.48345 -0.4 0.2 0.3
O -1.30552 1.03344 -0.03140 -0.2 0.1 0.1
C -1.74219 2.46512 -1.99829 -0.1 -0.1 0.3
N -0.48826 2.26029 -2.73512 -0.4 0.1 -0.4
H 2.70190 0.47779 1.84743 0.1 0.2 -0.3
H 2.62572 -1.06818 0.97617 0.0 -0.1 0.0
H 4.18803 -0.36747 1.45962 0.0 -0.1 0.1
H 3.41393 -1.37403 -1.11726 0.0 -0.1 -0.1
H 3.83299 0.01180 -2.16717 0.0 -0.1 -0.1
H 4.96972 -0.52167 -0.92461 0.0 -0.1 -0.1
H 1.33527 0.32907 -2.33400 -0.4 0.0 0.1
H 3.27041 4.35358 -1.07621 0.0 -0.3 0.1
H 1.81389 5.36263 -1.06911 0.0 -0.1 -0.1
H -0.86618 4.33590 -0.30532 0.0 0.0 0.1
H -0.86914 3.45559 1.20326 0.0 -0.1 0.1
H -2.62877 2.57418 -0.12008 0.0 0.0 0.0
H -1.21911 0.44504 -0.78240 0.3 -0.1 -0.1
H -2.15904 3.45691 -2.19884 0.1 0.0 0.0
H -2.52265 1.75356 -2.29924 0.1 -0.1 -0.1
H -0.59648 1.46629 -3.35549 0.1 -0.2 0.1
H -0.36819 3.03827 -3.37368 0.2 0.1 0.1
C 8.08308 -2.22241 -0.32411 0.0 0.0 0.0
Cl 9.39393 -1.81044 0.79010 0.0 0.0 0.0
Cl 6.57977 -2.40212 0.57476 0.0 0.0 0.0
Cl 7.91030 -0.94241 -1.52417 0.0 0.0 0.0
Cl 8.46982 -3.74529 -1.14048 0.0 0.0 0.0
C 1.65243 -1.43176 -5.18926 0.0 0.1 0.1
Cl 1.79552 0.23415 -4.62610 0.1 0.1 -0.2
Cl 0.06236 -1.66284 -5.93952 0.2 0.0 0.1
Cl 2.91104 -1.75354 -6.38866 0.0 0.0 0.0
Cl 1.82489 -2.54052 -3.83480 0.0 0.0 0.0
C -0.52119 0.59701 4.33313 0.2 0.0 0.0
Cl -0.35014 2.32873 4.58573 0.0 0.0 0.0
Cl -2.16596 0.22424 3.81965 0.1 0.2 -0.3
Cl 0.64464 0.05263 3.13155 -0.3 0.0 0.1
Cl -0.19523 -0.24636 5.87366 0.0 0.0 0.1
C -3.60648 -3.21818 -8.22019 0.0 0.0 0.0
Cl -2.54606 -4.44208 -8.92520 0.0 0.0 0.0
Cl -4.80884 -4.00240 -7.19201 0.0 0.0 0.0
Cl -2.64617 -2.09695 -7.25446 -0.3 0.0 -0.1
Cl -4.42437 -2.33330 -9.51234 0.0 0.0 0.0
C -4.93194 -2.36000 5.77464 0.0 0.0 0.0
Cl -5.08598 -2.73926 4.05610 0.0 0.0 0.0
Cl -3.31699 -1.75195 6.09679 -0.1 -0.2 0.2
Cl -6.12761 -1.12554 6.20936 0.0 0.0 0.0
Cl -5.24075 -3.81718 6.73023 0.1 -0.1 -0.1
C -7.92809 -4.20676 10.24889 0.0 0.0 0.0
Cl -7.38281 -2.94620 9.14895 -0.1 0.1 0.1
Cl -9.32109 -5.04103 9.55026 0.0 0.0 0.0
Cl -6.61940 -5.36737 10.50474 0.0 0.0 0.0
Cl -8.39003 -3.49372 11.79963 0.0 0.0 0.0
```
Forces are in eV/Å.

Results of the Mulliken charge analysis, in e, for atoms 1 through 6: C -0.818; N -0.384; C -0.317; B 1.985; O -0.698; Al -0.342

---

ORCA calculation (the ωB97M-V functional and the def2-TZVPD basis) on a molecular structure, C13H17B2CrF4N5O5 at a distorted geometry.

Properties
total charge = +1
multiplicity = 2
HOMO-LUMO gap (spin up / spin down) = 0.2749 / 0.2847 Ha
LUMO level (spin up / spin down) = -5.06 / -4.86 eV

Structure (XYZ):
```
47
Properties=species:S:1:pos:R:3:forces:R:3
Cr 0.56125 -0.01974 0.29966 -1.6 -1.2 -0.9
C 0.93309 -3.82838 2.14804 0.1 -0.1 0.0
C 1.04291 -2.61599 1.30192 -0.6 0.3 0.7
N 0.42594 -1.51402 1.56182 -0.2 0.0 0.1
O -0.32383 -1.35258 2.65806 0.0 -0.2 0.3
B -0.07646 0.02435 3.24606 0.3 0.0 -0.2
F 1.30042 0.29228 3.03010 -0.1 0.0 -0.1
F -0.48317 0.04397 4.52210 -0.2 0.0 0.0
O -0.81165 1.12714 2.47672 -0.2 0.0 0.2
N -0.11797 1.44303 1.37492 0.0 0.8 0.2
C 0.24003 2.66214 1.12578 -0.7 -0.6 0.9
C -0.17544 3.82205 1.94927 0.1 0.0 0.1
C 1.15142 2.72050 -0.01183 0.7 -0.5 -0.8
N 1.41743 1.53812 -0.48279 -0.1 1.2 0.1
O 2.26833 1.41795 -1.50030 0.3 0.0 -0.2
B 2.02474 0.13931 -2.26073 -0.2 -0.1 0.0
F 0.59334 -0.00340 -2.27500 0.2 0.1 0.1
F 2.60308 0.21889 -3.46648 0.0 0.0 0.0
O 2.52759 -1.07576 -1.54613 0.4 0.0 -0.2
N 1.80507 -1.33471 -0.45259 0.2 -0.6 0.2
C 1.86698 -2.50973 0.09377 0.3 0.4 -0.8
C 2.67929 -3.62114 -0.45650 0.0 0.0 0.0
C 1.77359 3.94381 -0.56158 0.0 0.1 0.0
H 0.54299 -3.55454 3.12509 0.0 0.0 0.0
H 1.89813 -4.32202 2.25459 0.0 0.0 0.0
H 0.24339 -4.54340 1.69282 0.0 0.0 0.0
H -0.74050 3.47435 2.80939 0.0 0.0 0.0
H -0.79685 4.50210 1.36351 0.0 0.0 0.0
H 0.69852 4.37777 2.29208 0.0 0.0 0.0
H 2.99132 -3.38092 -1.46920 0.0 0.0 0.0
H 2.10303 -4.54614 -0.45061 0.0 0.0 0.0
H 3.57490 -3.77805 0.14894 0.0 0.0 0.0
H 1.23968 4.83838 -0.25275 0.0 0.0 0.0
H 1.81244 3.88099 -1.64924 0.0 0.0 0.0
H 2.80991 4.01819 -0.22096 0.0 0.0 0.0
O -1.33515 -0.70198 -0.17886 1.4 -0.3 0.8
N -2.30082 -0.43324 -1.03585 -0.2 0.6 -0.5
C -3.49868 -0.05967 -0.55011 -0.1 0.0 0.2
C -4.55151 0.18510 -1.40127 0.0 0.0 -0.1
C -4.37320 0.05066 -2.77145 0.1 0.0 0.1
C -3.12944 -0.34017 -3.24405 -0.2 0.0 0.0
C -2.10395 -0.58155 -2.35705 0.1 -0.1 -0.2
H -3.56178 0.01702 0.52496 0.1 0.0 0.0
H -5.50543 0.47739 -0.98774 0.0 0.0 0.0
H -5.18599 0.24389 -3.45697 0.0 0.0 0.0
H -2.94538 -0.46351 -4.30121 0.0 0.0 0.0
H -1.11159 -0.87874 -2.65834 -0.2 0.0 0.1
```
Forces are in eV/Å.

Results of the Mulliken charge analysis, in e, for atoms 1 through 6: Cr -0.189; C -1.611; C 0.113; N 0.368; O -0.541; B 0.932